1.
This record from the Open Molecules 2025 dataset describes a structure of composition C20H15IN7ORu. The level of theory is ωB97M-V/def2-TZVPD.

## Properties
HOMO-LUMO gap (alpha / beta) ... 3.773 / 3.771 eV
F_max ... 0.61 eV Å⁻¹
LUMO energy (alpha / beta) ... -13.57 / -13.58 eV
Net charge ... +3

Geometry (Å):
Ru -0.134 -0.002 0.470
C -4.527 1.766 -2.614
C -3.497 1.670 -3.552
C -2.213 1.366 -3.157
C -1.968 1.128 -1.800
C -2.993 1.228 -0.853
C -4.270 1.556 -1.266
N -0.630 0.871 -1.364
N 0.294 1.159 -2.143
C 1.568 1.083 -1.598
C 2.656 1.433 -2.369
C 3.912 1.445 -1.771
C 4.007 1.117 -0.430
C 2.864 0.768 0.278
N 1.653 0.747 -0.286
H -5.529 2.013 -2.939
H -3.700 1.835 -4.601
H -1.417 1.299 -3.883
H -2.805 1.114 0.205
H -5.060 1.655 -0.534
H 2.499 1.706 -3.404
H 4.789 1.720 -2.341
H 4.955 1.134 0.088
H 2.933 0.516 1.325
N 0.784 -3.852 -0.999
C 0.060 -2.914 -0.443
O 0.550 -1.741 -0.265
C -1.333 -3.229 -0.038
C -1.962 -4.467 -0.251
N -2.479 -5.475 -0.456
C -1.818 -2.105 0.526
N -1.770 -0.976 0.872
H 1.726 -3.651 -1.310
H 0.422 -4.786 -1.150
I -0.149 2.827 5.412
C 0.607 1.241 4.335
C 1.509 0.325 4.888
C 1.991 -0.732 4.125
C 1.585 -0.864 2.814
N 0.710 0.013 2.288
C 0.227 1.032 3.020
H 1.831 0.440 5.916
H 2.680 -1.451 4.546
H 1.934 -1.660 2.171
H -0.492 1.696 2.536



2.
This record from the Open Molecules 2025 dataset describes a structure of composition C20H15N6Pt. The level of theory is ωB97M-V/def2-TZVPD.

## Properties
Spin multiplicity ... 3
HOMO-LUMO gap (alpha / beta) ... 5.332 / 4.763 eV
F_max ... 0.91 eV Å⁻¹
<S²> ... 2.045
LUMO energy (alpha / beta) ... -3.32 / -6.21 eV
Net charge ... +1

Geometry (Å):
Pt -0.001 0.244 0.265
C -3.888 0.146 -1.299
C -4.758 0.110 -0.198
C -4.236 0.035 1.060
C -2.829 0.012 1.267
N -2.008 0.071 0.175
C -2.540 0.123 -1.062
N -2.401 -0.089 2.519
C -1.126 -0.219 2.916
N 0.000 -0.317 2.113
C 1.129 -0.220 2.915
N 2.401 -0.089 2.517
C 2.828 0.012 1.263
C 4.234 0.031 1.055
C 4.755 0.106 -0.204
C 3.884 0.144 -1.305
C 2.537 0.123 -1.066
N 2.007 0.073 0.172
C 0.704 -0.220 4.270
C 1.426 -0.249 5.474
C 0.712 -0.290 6.643
C -0.705 -0.289 6.644
C -1.421 -0.247 5.476
C -0.700 -0.219 4.271
H -4.254 0.189 -2.314
H -5.829 0.129 -0.345
H -4.855 -0.024 1.943
H -1.831 0.141 -1.883
H 4.855 -0.030 1.936
H 5.826 0.122 -0.353
H 4.249 0.187 -2.320
H 1.827 0.143 -1.885
H 2.508 -0.243 5.472
H 1.238 -0.333 7.588
H -1.230 -0.331 7.589
H -2.502 -0.239 5.476
C -0.001 4.850 -0.709
C -0.001 3.394 -0.624
N -0.001 2.254 -0.540
H 0.921 5.186 -1.179
H -0.072 5.272 0.292
H -0.851 5.179 -1.303



3.
This record from the Open Molecules 2025 dataset describes the molecule C20H15NO3. The level of theory is ωB97M-V/def2-TZVPD.

## Properties
HOMO-LUMO gap ... 7.585 eV
F_max ... 0.62 eV Å⁻¹
SMILES string ... COc1ccccc1CN1C(=O)c2cccc3cccc(c23)C1=O
LUMO energy ... -0.74 eV
Net charge ... 0

Geometry (Å):
C 0.586 5.474 0.791
H 1.578 5.689 1.186
O 0.680 4.198 0.208
C -0.447 3.634 -0.312
C -1.672 4.282 -0.417
C -2.759 3.635 -0.982
C -2.637 2.342 -1.451
C -1.419 1.691 -1.343
C -0.324 2.316 -0.774
C 0.994 1.602 -0.633
N 0.808 0.199 -0.279
C 1.099 -0.756 -1.238
O 1.525 -0.440 -2.331
C 0.868 -2.160 -0.853
C 1.136 -3.169 -1.754
C 0.920 -4.505 -1.404
C 0.437 -4.830 -0.163
C 0.150 -3.826 0.785
C -0.347 -4.112 2.074
C -0.611 -3.103 2.964
C -0.392 -1.768 2.609
C 0.094 -1.450 1.359
C 0.371 -2.472 0.428
C 0.320 -0.040 0.996
O 0.104 0.879 1.758
H -0.598 -0.969 3.304
H -0.991 -3.333 3.948
H -0.515 -5.143 2.348
H 0.270 -5.862 0.108
H 1.137 -5.282 -2.122
H 1.516 -2.906 -2.730
H 1.580 2.088 0.150
H 1.547 1.622 -1.576
H -1.319 0.679 -1.708
H -3.482 1.839 -1.897
H -3.703 4.153 -1.054
H -1.793 5.293 -0.061
H -0.140 5.490 1.609
H 0.322 6.237 0.051



4.
This record from the Open Molecules 2025 dataset describes a structure of composition C20H16BCl4N4O2S4Sn. The level of theory is ωB97M-V/def2-TZVPD.

## Properties
HOMO-LUMO gap ... 7.191 eV
F_max ... 0.24 eV Å⁻¹
LUMO energy ... 2.33 eV
Net charge ... -1

Geometry (Å):
Sn 0.308 1.021 -0.191
C -1.774 0.760 3.014
N -1.792 -0.641 2.634
C -1.579 -1.702 3.484
C -1.600 -2.818 2.719
N -1.820 -2.441 1.418
B -1.848 -3.410 0.211
N -0.662 -3.088 -0.794
C -0.678 -3.681 -2.033
C 0.442 -3.314 -2.699
N 1.147 -2.492 -1.855
C 2.404 -1.833 -2.182
C 0.458 -2.362 -0.696
S 1.015 -1.375 0.614
C -1.942 -1.105 1.377
S -2.132 -0.154 -0.037
H -2.008 0.829 4.075
H -2.509 1.303 2.425
H -0.793 1.196 2.824
H -1.412 -1.561 4.536
H -1.455 -3.850 2.980
H -1.683 -4.530 0.638
H -2.873 -3.301 -0.414
H -1.501 -4.301 -2.336
H 0.793 -3.546 -3.688
H 2.881 -2.397 -2.980
H 3.044 -1.823 -1.303
H 2.237 -0.802 -2.488
Cl 6.260 0.964 3.217
C 5.085 1.011 1.948
C 5.473 0.875 0.628
Cl 7.141 0.658 0.222
C 4.507 0.913 -0.388
Cl 4.963 0.749 -2.051
C 3.163 1.089 -0.098
O 2.226 1.116 -1.025
C 2.766 1.237 1.266
O 1.483 1.419 1.517
C 3.730 1.189 2.261
Cl 3.207 1.345 3.901
S -0.433 1.520 -2.477
C -1.836 2.482 -2.009
C -2.879 2.578 -2.932
C -3.993 3.362 -2.691
C -4.095 4.054 -1.491
C -3.082 3.949 -0.555
C -1.939 3.183 -0.790
S -0.703 3.151 0.469
H -2.801 2.020 -3.857
H -4.780 3.422 -3.431
H -4.965 4.664 -1.279
H -3.165 4.471 0.391



5.
This record from the Open Molecules 2025 dataset describes a structure of composition C20H16FN2O7S2. The level of theory is ωB97M-V/def2-TZVPD.

## Properties
HOMO-LUMO gap ... 6.595 eV
F_max ... 5.10 eV Å⁻¹
LUMO energy ... 1.35 eV
Net charge ... -1

Geometry (Å):
C 0.598 -0.888 1.081
C -0.299 -2.182 1.382
O 0.199 -3.271 1.251
C -1.607 -2.239 2.209
C -2.170 -0.975 2.405
C -3.353 -0.812 3.119
C -4.132 -1.944 3.554
C -3.561 -3.184 3.395
C -2.277 -3.358 2.770
N 1.235 -0.370 2.352
O 2.486 -0.319 2.257
O 0.380 0.081 3.143
H 1.099 -1.176 0.153
H -1.675 -0.102 1.967
H -3.825 0.182 3.172
H -5.170 -1.813 3.934
H -4.111 -4.125 3.569
H -1.890 -4.380 2.683
C -4.069 0.919 -1.388
C -3.431 1.544 -2.466
C -2.142 2.087 -2.302
C -1.524 1.980 -1.058
S 0.045 2.863 -0.833
N 1.168 1.863 -1.325
F 0.437 0.393 0.549
S 2.708 2.215 -1.081
C 3.582 0.767 -1.672
C 4.161 -0.180 -0.814
C 5.099 -1.109 -1.299
C 5.399 -1.176 -2.667
C 4.822 -0.231 -3.536
C 3.893 0.713 -3.047
O 3.048 3.240 -2.078
O 3.085 2.282 0.262
O -0.039 3.964 -1.848
O 0.044 3.174 0.563
C -2.217 1.516 0.059
C -3.511 0.965 -0.102
H -4.978 0.282 -1.580
H -3.845 1.491 -3.482
H -1.605 2.544 -3.116
H 3.813 -0.261 0.214
H 5.485 -1.906 -0.642
H 5.972 -2.018 -3.074
H 4.993 -0.307 -4.614
H 3.357 1.373 -3.728
H -1.712 1.485 0.999
H -3.966 0.406 0.708